This record from the OMol25 dataset describes 2 unconnected molecules or ions with the total composition C2H3O2P. The level of theory is wB97M-V/def2-TZVPD.

CARTESIAN COORDINATES (ANGSTROEM)
C1 -1.4567 -0.1816 -1.0432
C2 -0.2441 0.1005 -1.3801
O1 0.8378 0.3366 -1.6975
H1 -2.0490 0.0481 -1.7962
H2 -1.7163 -0.4392 -0.0515
O2 1.1057 -0.4534 1.0097
P1 2.0754 -0.3222 2.1169
H3 1.4472 0.9114 2.8419

Output
- ΔE to the lowest compared entry with this formula, charge and spin: 198.1 kJ/mol
- HOMO level: -0.32867 Ha
- F_max: 0.091 Eh/bohr
- LUMO level: -1.2 eV
- Spin multiplicity: 1
- Total charge: 0
- Structure (SMILES): C=C=O.O=P

For reference, the natural (NBO) charges in units of e are: -0.793 0.750 -0.465 0.242 0.264 -0.963 1.142 -0.176

This record from the OMol25 dataset describes C2H3O2P in the gas phase. The level of theory is wB97M-V/def2-TZVPD.

CARTESIAN COORDINATES (ANGSTROEM)
H1 2.5998 0.3015 -1.3794
P1 2.3951 -0.3477 -0.0404
C1 0.7800 -0.0066 0.3542
O1 -0.3333 0.6830 -0.0690
C2 -1.5893 0.0742 -0.0515
O2 -1.7639 -1.0672 0.1990
H2 0.4104 -0.4102 1.3012
H3 -2.4988 0.7730 -0.3140

Output
- ΔE to the lowest compared entry with this formula, charge and spin: 182.9 kJ/mol
- HOMO level: -0.35279 Ha
- F_max: 0.046 Eh/bohr
- LUMO level: 0.0 eV
- Spin multiplicity: 1
- Total charge: 0
- Structure (SMILES): [H]/P=C\OC=O

For reference, the natural (NBO) charges in units of e are: -0.037 0.358 -0.233 -0.537 0.642 -0.538 0.193 0.151